# 1
Formula: C40H47MgN4O2PS3
Source: the Open Molecules 2025 dataset
Level of theory: ωB97M-V/def2-TZVPD

largest force on an atom	0.61	eV Å⁻¹
HOMO	-6.4	eV
gap between HOMO and LUMO	6.53	eV

Geometry as XYZ:
```
98
C40H47MgN4O2PS3 | the Open Molecules 2025 dataset | ωB97M-V/def2-TZVPD
Mg 0.31077 0.23062 0.02932
O -1.30954 0.95811 1.58524
S -0.47987 0.60497 2.76329
O -1.00802 -0.42201 3.61572
N 0.87727 0.34015 2.03772
C 2.10156 0.13053 2.61985
C 2.37094 -0.16271 3.93474
C 3.70879 -0.28660 4.37070
C 4.75860 -0.12070 3.51253
C 4.51166 0.17017 2.14781
C 5.54204 0.38068 1.20286
C 5.21613 0.67502 -0.09050
C 3.85285 0.72656 -0.44734
N 2.86869 0.52703 0.39159
C 3.18572 0.27442 1.69290
C -0.30257 2.04819 3.77172
C -0.86517 2.07514 5.03590
C -0.71747 3.21614 5.81134
C -0.00938 4.30432 5.32483
C 0.55781 4.26259 4.05583
C 0.41311 3.12965 3.27261
H 1.56164 -0.31130 4.63772
H 3.89299 -0.51696 5.41217
H 5.78086 -0.20728 3.85765
H 6.57666 0.31516 1.51713
H 5.97131 0.85505 -0.84227
H 3.57793 0.93312 -1.47718
H -1.40409 1.21095 5.39924
H -1.15402 3.24943 6.80100
H 0.11070 5.18651 5.94018
H 1.11898 5.10796 3.68012
H 0.85403 3.07135 2.28315
C 1.68911 -0.85896 -4.92068
C 1.84440 -0.31098 -3.50120
C 2.47440 -1.40495 -2.63666
P 0.30776 0.25355 -2.63098
C -0.41267 1.73882 -3.46417
C -0.35224 1.91247 -4.97916
C -1.84964 1.87389 -2.96294
C -0.82484 -1.13467 -2.80728
C -1.39591 -1.48233 -4.03284
C -2.17393 -2.61354 -4.20875
C -2.77507 -2.97142 -5.53729
C -2.33849 -3.43135 -3.08708
C -1.80387 -3.11640 -1.85857
C -1.06075 -1.92779 -1.64950
N -0.58413 -1.56409 -0.43461
C -0.89356 -2.36982 0.68680
C -2.18478 -2.39768 1.22966
C -3.29833 -1.61277 0.60016
C -2.42399 -3.15661 2.37017
C -1.41894 -3.86871 3.00306
C -1.68763 -4.64091 4.26470
C -0.13983 -3.81742 2.46041
C 0.13654 -3.08344 1.31620
C 1.52786 -3.04955 0.75298
H 2.67074 -1.12412 -5.32028
H 1.22365 -0.16356 -5.61341
H 1.08659 -1.76786 -4.90351
H 2.50370 0.56665 -3.52068
H 1.81946 -2.27934 -2.61653
H 2.63789 -1.09541 -1.60482
H 3.43118 -1.71532 -3.06326
H 0.16653 2.55401 -3.02032
H -0.90465 1.13771 -5.51179
H 0.67029 1.92595 -5.35273
H -0.80414 2.87207 -5.24457
H -2.50096 1.13132 -3.42637
H -2.23145 2.87085 -3.19788
H -1.92097 1.73561 -1.87982
H -1.21519 -0.84648 -4.89246
H -2.65977 -2.15431 -6.25124
H -3.84329 -3.18240 -5.45338
H -2.30413 -3.85553 -5.97474
H -2.91175 -4.34908 -3.17944
H -1.96844 -3.78735 -1.02575
H -2.95574 -0.61808 0.31660
H -4.13364 -1.50989 1.29351
H -3.66759 -2.09733 -0.30790
H -3.42639 -3.16846 2.78710
H -2.74638 -4.88178 4.36434
H -1.39694 -4.06715 5.14815
H -1.12660 -5.57665 4.28285
H 0.66471 -4.36633 2.94032
H 2.18228 -3.72804 1.30085
H 1.96551 -2.04774 0.82125
H 1.54119 -3.32318 -0.30329
S 0.79028 3.00556 -0.37337
C -0.66946 3.81488 -0.41901
N -1.80318 3.41966 0.13488
C -2.99908 4.17156 -0.21085
C -2.51731 5.57846 -0.54448
S -0.87028 5.33085 -1.27289
H -1.82678 2.52987 0.64307
H -3.70060 4.16041 0.62176
H -3.47835 3.71232 -1.08198
H -2.42865 6.19522 0.34885
H -3.17468 6.07080 -1.25680
```

Atomic partial charges in e from the Löwdin method, atoms 1 to 2: Mg 0.512; O -0.385

***

# 2
Formula: C40H48Br4HfN5O3P
Source: the Open Molecules 2025 dataset
Level of theory: ωB97M-V/def2-TZVPD

largest force on an atom	3.67	eV Å⁻¹
HOMO	-7.0	eV
gap between HOMO and LUMO	5.47	eV

Geometry as XYZ:
```
102
C40H48Br4HfN5O3P | the Open Molecules 2025 dataset | ωB97M-V/def2-TZVPD
Hf -1.41424 0.19675 0.47713
C -2.19343 2.00147 -1.58565
C -3.11302 1.62691 -0.54941
C -2.66768 2.28181 0.67146
C -1.47217 3.05579 0.34389
C -1.24043 2.95410 -1.04262
C -0.32072 3.84818 -1.84607
C -0.81865 4.03750 1.29586
C -3.52240 2.66908 1.85202
C -4.52988 1.19462 -0.79431
C -2.42012 1.75202 -3.06238
H 0.70370 3.44190 -1.89751
H -0.21710 4.81365 -1.36491
H -0.68773 3.98124 -2.85128
H -0.57359 3.54883 2.24125
H -1.47662 4.90634 1.51650
H 0.10964 4.45252 0.85472
H -3.01077 2.67841 2.81591
H -4.43528 2.06399 1.93247
H -3.83304 3.74079 1.69510
H -4.92789 0.60225 0.04720
H -4.61395 0.59897 -1.72654
H -5.22496 2.10140 -0.94263
H -1.52648 1.36742 -3.57231
H -2.70789 2.70907 -3.58317
H -3.24153 1.02139 -3.23360
C -2.77344 -2.80005 -4.53490
C -1.90515 -1.73200 -4.20580
C -1.66282 -1.41023 -2.87749
C -2.41120 -2.04963 -1.82655
C -3.21674 -3.16329 -2.20135
C -3.36536 -3.53941 -3.50993
N -2.39085 -1.62603 -0.49763
N -3.27467 -2.28737 0.26103
C -3.43108 -1.83421 1.54064
C -4.05505 -2.66857 2.49402
C -4.02978 -2.28535 3.82868
C -3.60100 -0.97630 4.13627
C -3.15925 -0.13723 3.13881
C -3.01224 -0.49256 1.81892
H -2.91744 -3.05772 -5.58216
H -1.42660 -1.13793 -5.00450
H -0.93241 -0.62574 -2.66828
H -3.78346 -3.59041 -1.38126
H -4.03878 -4.35973 -3.78913
H -4.45370 -3.64591 2.15168
H -4.36178 -2.95223 4.62019
H -3.53808 -0.65930 5.18397
H -2.73161 0.81307 3.44793
Br 1.44892 0.51671 7.06329
C 0.93146 -0.06247 5.35078
C 1.23879 -1.36076 4.96174
Br 2.24827 -2.53524 6.04719
C 0.80319 -1.81124 3.72363
Br 1.26588 -3.54564 3.06552
C 0.01038 -0.99025 2.84019
O -0.48080 -1.38396 1.72577
C -0.11746 0.38004 3.18067
O -0.61110 1.13522 2.23079
C 0.31496 0.79567 4.46055
Br 0.00973 2.60642 4.87982
O 0.55227 -0.01120 -0.54091
P 2.05379 -0.22929 -0.59617
N 2.34497 -1.86232 -0.59793
C 1.19956 -2.80271 -0.62553
C 1.75740 -4.19358 -0.87680
C 3.27532 -4.10482 -0.81994
C 3.66578 -2.60548 -0.62382
N 2.66811 0.55812 -1.94497
C 4.05918 0.99948 -2.23464
C 4.03723 1.55257 -3.68350
C 2.85867 0.85597 -4.34053
C 1.99928 0.25934 -3.21518
N 2.84867 0.47663 0.66067
C 3.90362 0.00453 1.58178
C 4.16381 1.14267 2.58421
C 3.66360 2.40792 1.85345
C 2.55096 1.90503 0.93498
H 0.45044 -2.50241 -1.36838
H 0.72618 -2.78162 0.37241
H 1.43395 -4.49058 -1.87674
H 1.28578 -4.89485 -0.17661
H 3.77173 -4.51695 -1.71514
H 3.68900 -4.62340 0.05072
H 4.30582 -2.24016 -1.43330
H 4.08034 -2.45583 0.38122
H 4.76531 0.14775 -2.21139
H 4.40447 1.75181 -1.52311
H 5.00543 1.41966 -4.18431
H 3.84935 2.63040 -3.59117
H 3.25977 0.07558 -5.02942
H 2.23340 1.52804 -4.94281
H 1.85520 -0.82628 -3.35775
H 1.01415 0.76771 -3.21015
H 4.82492 -0.19269 1.01203
H 3.54853 -0.91263 2.09126
H 5.24384 1.16376 2.78969
H 3.56618 0.99038 3.48334
H 4.48349 2.81199 1.24334
H 3.31340 3.19982 2.50813
H 2.52338 2.45193 -0.01790
H 1.55018 1.97299 1.42665
```

Atomic partial charges in e from the Löwdin method, atoms 1 to 2: Hf 1.719; C -0.247

***

# 3
Formula: C40H48CaCl2NO4PS2SiTe
Source: the Open Molecules 2025 dataset
Level of theory: ωB97M-V/def2-TZVPD

largest force on an atom	1.97	eV Å⁻¹
HOMO	-0.3	eV
net charge	-2
gap between HOMO and LUMO	3.93	eV

Geometry as XYZ:
```
101
C40H48CaCl2NO4PS2SiTe | the Open Molecules 2025 dataset | ωB97M-V/def2-TZVPD
Ca 0.45980 0.13180 -0.23450
C -2.09830 6.73420 -0.62260
Si -2.81370 4.97400 -0.95960
C -2.61850 4.74440 -2.84250
C -4.68720 4.96660 -0.53420
C -1.96410 3.81160 0.26050
C -1.79940 4.18260 1.57970
C -1.14450 3.34520 2.48100
C -0.61330 2.16670 1.99140
N -0.76560 1.77010 0.74380
C -1.47970 2.52540 -0.11580
S -1.80520 1.86380 -1.62580
H -2.54220 7.47690 -1.27960
H -1.02520 6.75100 -0.79120
H -2.27180 7.05580 0.39920
H -2.93040 5.63330 -3.38770
H -3.20470 3.90140 -3.18860
H -1.58670 4.53420 -3.10190
H -5.25050 5.71050 -1.09100
H -4.84320 5.15270 0.52500
H -5.10860 3.99150 -0.75940
H -2.18440 5.13550 1.92730
H -1.03690 3.61100 3.52210
H -0.04960 1.49360 2.62830
Cl 1.99690 -7.01720 0.95650
C 1.82390 -5.27690 1.05990
C 2.64450 -4.45580 0.29900
C 2.55340 -3.08960 0.44030
C 1.63560 -2.48400 1.33060
C 1.60000 -1.07550 1.53480
C 0.78680 -3.36690 2.03720
C 0.87820 -4.73220 1.91590
H 3.35910 -4.89390 -0.38690
H 3.19320 -2.44910 -0.15600
H 2.56880 -0.60280 1.37690
H 1.14860 -0.78840 2.48460
H 0.04400 -2.95540 2.70230
H 0.22310 -5.37000 2.49040
Cl -2.25490 -0.66410 4.61170
C -2.38110 -2.31370 4.04190
C -2.35770 -3.31400 4.97400
C -2.42690 -4.64790 4.57970
C -2.51040 -4.92780 3.21390
C -2.53550 -3.92920 2.28470
C -2.46320 -2.53400 2.62750
C -2.47140 -1.54290 1.69010
H -2.28060 -3.06200 6.02410
H -2.41240 -5.44350 5.31350
H -2.55140 -5.96160 2.88540
H -2.58050 -4.17770 1.23110
H -2.40050 -0.50040 1.94950
H -2.51100 -1.77230 0.63790
O -0.22960 -1.49410 -1.20670
S -0.48830 -2.35700 -2.36120
C -2.14120 -1.76900 -2.99890
C -2.45010 -2.40200 -4.30060
C -3.58210 -3.19910 -4.47420
C -3.81420 -3.84080 -5.67390
C -2.92620 -3.69760 -6.72910
C -1.81290 -2.87850 -6.57600
C -1.57690 -2.24160 -5.37650
C -1.03200 -3.93150 -1.55100
C -1.50120 -4.91710 -2.55060
C -2.78450 -5.45500 -2.49810
C -3.21750 -6.33590 -3.46980
C -2.37930 -6.69150 -4.51550
C -1.09400 -6.16710 -4.57000
C -0.65840 -5.29340 -3.59680
H -1.99150 -0.68830 -3.07300
H -2.89240 -1.97420 -2.24050
H -4.27970 -3.31140 -3.65810
H -4.68810 -4.46700 -5.78700
H -3.09980 -4.21410 -7.66380
H -1.12750 -2.74660 -7.40230
H -0.71160 -1.60560 -5.25520
H -1.78750 -3.65670 -0.81770
H -0.13750 -4.26190 -1.01820
H -3.43980 -5.17900 -1.68490
H -4.21740 -6.74370 -3.41910
H -2.72360 -7.36840 -5.28500
H -0.43400 -6.44420 -5.38070
H 0.34010 -4.88170 -3.63350
C 3.97980 2.23640 2.01640
C 3.12320 2.93400 0.96400
O 2.37450 2.01800 0.22140
P 2.75550 1.68480 -1.37260
O 2.17920 0.33650 -1.58590
Te 4.95680 2.24380 -1.87710
O 1.68820 2.66550 -2.16580
C 2.00270 3.95560 -2.58210
C 1.41490 5.01220 -1.65640
H 4.57850 2.97050 2.55270
H 4.64760 1.53250 1.52370
H 3.35450 1.68960 2.71890
H 3.79440 3.49190 0.28600
H 2.43350 3.64760 1.43640
H 1.59440 4.07790 -3.59440
H 3.10420 4.06200 -2.64390
H 0.34760 4.83610 -1.54870
H 1.57740 6.00440 -2.07570
H 1.87250 4.96210 -0.66950
```

Atomic partial charges in e from the Löwdin method, atoms 1 to 2: Ca 1.229; C -0.184

***

# 4
Formula: C40H48ClIrN7O5S2Si
Source: the Open Molecules 2025 dataset
Level of theory: ωB97M-V/def2-TZVPD

largest force on an atom	4.28	eV Å⁻¹
HOMO (alpha / beta)	-6.7 / -6.7	eV
gap between HOMO and LUMO (alpha / beta)	5.98 / 5.61	eV
spin multiplicity	2

Geometry as XYZ:
```
105
C40H48ClIrN7O5S2Si | the Open Molecules 2025 dataset | ωB97M-V/def2-TZVPD
Ir -1.83204 -1.24417 -0.09260
N -5.22462 1.00277 2.17695
C -4.36851 0.25375 1.43843
S -2.78948 -0.03195 2.14467
N -4.77186 -0.19586 0.29926
N -4.01388 -1.05286 -0.41274
C -4.45840 -1.31134 -1.61445
C -3.89942 -2.23201 -2.53586
C -4.31882 -2.17851 -3.87723
C -3.78022 -3.00077 -4.83503
C -2.81774 -3.95432 -4.47452
C -2.39575 -4.05993 -3.17964
C -2.87557 -3.18672 -2.15762
O -2.38816 -3.25653 -0.98559
H -4.85474 1.54696 2.93541
H -6.09660 1.27747 1.75279
H -5.31561 -0.73838 -1.96220
H -5.05011 -1.43214 -4.15923
H -4.07414 -2.89999 -5.86898
H -2.40218 -4.60253 -5.23283
H -1.64135 -4.77926 -2.89469
C 10.50342 -6.86315 3.73237
O 10.08204 -5.96604 2.73231
C 8.76376 -5.66907 2.59835
C 7.73452 -6.13147 3.41180
C 6.42365 -5.74715 3.17872
C 6.10599 -4.89440 2.12439
C 7.14723 -4.43892 1.30491
C 8.44496 -4.81682 1.53381
C 4.77798 -4.40816 1.81944
N 4.56920 -3.54621 0.84737
C 3.24869 -3.25391 0.86742
C 2.61306 -3.97357 1.88424
N 3.61029 -4.70695 2.47838
C 1.22029 -3.85511 2.13907
C 0.50112 -4.56848 3.10323
C -0.85800 -4.37353 3.20237
C -1.48755 -3.47365 2.33949
N -0.83090 -2.76158 1.45111
C 0.49875 -2.92252 1.33975
C 1.18009 -2.10236 0.37556
N 0.46987 -1.12464 -0.20704
C 1.07435 -0.32158 -1.05697
C 2.40346 -0.46902 -1.44434
C 3.15347 -1.47525 -0.87738
C 2.54967 -2.29122 0.08470
H 11.57778 -6.96631 3.58763
H 10.03061 -7.84427 3.62354
H 10.31573 -6.47510 4.73872
H 7.94701 -6.79566 4.23552
H 5.65493 -6.12425 3.83838
H 6.89493 -3.78093 0.48910
H 9.24345 -4.46927 0.90023
H 3.50051 -5.32000 3.26745
H 1.01051 -5.26793 3.75088
H -1.43872 -4.92266 3.92415
H -2.55706 -3.33137 2.38186
H 0.47337 0.47455 -1.46316
H 2.82517 0.21926 -2.15739
H 4.19369 -1.63171 -1.11327
Cl -1.45213 -0.75172 -2.54884
C 0.18258 3.12705 -2.71173
C -1.26388 3.48728 -3.02855
C -1.31620 4.77587 -3.85649
C -1.94602 2.34986 -3.78470
O -2.00447 3.72703 -1.83645
Si -1.83345 3.43192 -0.25562
S -1.41013 1.40157 0.31521
O -3.14112 4.05438 0.46354
C -4.42598 4.44067 -0.00718
C -5.26888 4.72916 1.23906
C -4.30407 5.70629 -0.86044
C -5.04589 3.31039 -0.82635
O -0.46977 3.96966 0.41254
C 0.03209 5.16310 0.97864
C 1.49174 4.86991 1.33870
C -0.77980 5.50048 2.22807
C -0.05679 6.29586 -0.04243
H 0.68616 2.77369 -3.60705
H 0.19455 2.34262 -1.96157
H 0.70809 3.99040 -2.31257
H -0.74087 4.64671 -4.76866
H -0.89763 5.60617 -3.29455
H -2.34433 5.01391 -4.11605
H -1.47970 2.20720 -4.75596
H -3.00016 2.57478 -3.93036
H -1.86562 1.42173 -3.22386
H -4.82303 5.53518 1.81686
H -5.31876 3.84210 1.86402
H -6.27515 5.02040 0.95126
H -3.86839 6.51478 -0.27665
H -5.28599 6.01702 -1.21031
H -3.66401 5.50475 -1.71422
H -4.99501 2.38174 -0.26449
H -4.47967 3.18033 -1.74369
H -6.08354 3.53230 -1.06568
H 1.53260 4.03503 2.03290
H 1.95456 5.74129 1.79253
H 2.04389 4.59258 0.44405
H -0.72538 4.67017 2.92612
H -1.82096 5.63845 1.95187
H -0.40019 6.40035 2.70467
H 0.52600 6.04235 -0.92441
H 0.32500 7.22145 0.38096
H -1.09247 6.43050 -0.34317
```

Atomic partial charges in e from the Löwdin method, atoms 1 to 2: Ir 0.988; N 0.069